60
Properties=species:S:1:pos:R:3:mulliken_charge:R:1 method="wB97M-V/def2-TZVPD" e_lumo_ev=0.110 total_charge=0 orbital_gap_ev=8.23 energy_ev=-38020.116
C 3.0357 0.5252 1.3226 -0.864
O 2.1170 -0.5169 1.7657 -0.405
C 2.0972 1.5500 0.6226 0.271
C 1.0452 2.1187 1.5981 -0.178
C -0.2677 2.4010 0.9564 0.482
C -0.5695 3.5870 0.4265 -1.267
N -1.0694 1.2695 0.7510 0.194
H 3.3139 0.9825 2.2976 0.205
H 3.8611 0.1405 0.7455 0.427
H 2.4309 -1.4308 1.4528 0.372
H 1.6998 1.0390 -0.2525 -0.192
H 2.6305 2.4251 0.2340 0.511
H 1.4487 2.9762 2.1816 0.420
H 0.9913 1.5478 2.5198 -0.365
H 0.1159 4.4148 0.3205 0.222
H -1.5339 3.9748 0.1186 0.611
H -0.7482 0.4748 1.2533 0.112
H -2.0658 1.3376 0.7048 -0.065
H -2.6050 -3.9450 -0.4003 0.298
H -1.4057 -3.0088 0.1621 0.230
O -1.7725 -3.8937 0.0826 -0.648
H 1.5288 -3.2004 2.0909 0.347
H 1.0193 -2.6432 0.7894 0.512
O 1.8320 -3.0244 1.1879 -0.771
H -0.7236 -2.2567 -3.2598 0.331
H -0.9893 -1.1896 -2.1432 0.298
O -1.0065 -1.3354 -3.0946 -0.692
H -0.2419 -5.0967 -0.9692 0.358
H 0.5661 -5.3881 0.3255 0.292
O 0.5581 -5.5062 -0.6277 -0.640
H -2.9446 0.7781 2.7314 0.391
H -3.7867 0.7121 1.4017 0.261
O -3.7962 0.5717 2.3512 -0.633
H -2.1093 3.9813 -2.3804 0.259
H -1.9433 2.8606 -1.1964 0.154
O -2.0010 3.0651 -2.1290 -0.630
H 0.7359 -1.6840 -1.1453 0.304
H 0.4604 -1.0154 0.2389 -0.123
O 0.1947 -1.7568 -0.3181 -0.292
H 1.0509 -4.1970 -2.6738 0.288
H 0.3273 -3.5952 -1.4900 0.471
O 0.4488 -3.4808 -2.4390 -0.720
H -0.9277 0.5397 -3.8208 0.366
H -1.4064 1.9285 -3.7496 0.313
O -0.7999 1.3887 -4.2781 -0.658
H -3.9082 1.5403 -1.8836 0.285
H -4.2573 0.3825 -0.9252 0.316
O -4.0660 1.3245 -0.9568 -0.610
H 1.9424 2.5951 -2.9363 0.270
H 0.6436 2.5857 -2.2458 0.318
O 1.5880 2.4647 -2.0375 -0.551
H -0.0932 0.7136 3.9904 0.252
H -1.5729 1.1422 4.1073 0.308
O -0.9257 0.8039 3.4776 -0.584
H 2.4211 -1.4972 -2.7136 0.239
H 1.7559 -0.0604 -2.3288 0.317
O 2.0571 -0.9286 -2.0287 -0.608
H 2.4458 0.5593 4.4538 0.285
H 1.6117 -0.2525 3.4331 0.347
O 1.5625 0.2019 4.3290 -0.741